Record 1
A cluster of 5 separate species, H10O5 in total. Source: the OMol25 dataset; level of theory: wB97M-V/def2-TZVPD.

## Properties
E (eV): -10397.06128
Relative energy (zero: lowest compared OMol25 entry of this formula, charge and spin) (kJ/mol): 365.5
Highest occupied orbital energy (eV): -9.00
Structure (SMILES): O.O.O.O.O

XYZ file:
```
15
Properties=species:S:1:pos:R:3:forces:R:3
O -0.6529 -1.7398 1.0203 0.04 0.06 0.17
H -0.1905 -0.9019 1.1349 0.17 -0.37 0.29
H -1.3563 -1.7113 1.6787 0.03 -0.07 -0.01
O -1.6283 -0.1973 -2.0633 -1.28 -2.93 -5.82
H -1.7100 0.7623 -2.1019 -0.05 -0.81 -0.48
H -2.2560 -0.4588 -1.3802 0.32 -0.08 -0.84
O 2.4800 3.3463 1.5851 -0.22 0.03 -0.01
H 1.8548 2.9602 0.9615 0.11 0.01 -0.01
H 2.0166 4.1150 1.9363 0.10 -0.05 -0.01
O -1.3753 0.7231 -0.4280 0.81 3.66 6.56
H -0.6369 0.2420 -0.0377 -0.14 0.04 -0.54
H -1.8204 1.1228 0.3277 0.14 0.48 0.67
O 1.6331 -2.4009 -1.0030 0.19 -0.15 0.10
H 2.0687 -3.0913 -1.5155 -0.05 0.13 -0.02
H 1.5736 -2.7704 -0.1148 -0.15 0.04 -0.05
```
Positions in Å, forces in eV/Å.

---

Record 2
A structure of composition C3H3FeO3. Source: the OMol25 dataset; level of theory: wB97M-V/def2-TZVPD.

## Properties
E (eV): -43665.05393
Multiplicity: 6
Highest occupied orbital energy (alpha / beta) (eV): -20.53 / -20.16
⟨S²⟩: 8.775
Total charge: +2

XYZ file:
```
10
Properties=species:S:1:pos:R:3:forces:R:3
O 0.4309 1.5744 0.9908 1.98 0.79 -0.50
O 1.4971 -0.0040 -1.1560 3.28 2.92 1.11
C 0.4925 -0.7862 -0.9864 -4.99 -2.85 -1.53
O 0.1713 -1.6728 -1.7649 1.54 1.31 1.28
C -0.5898 -0.4341 0.0573 0.53 0.37 0.72
H -0.6830 -1.2870 0.7549 -0.11 0.01 -0.06
C -0.4882 0.7631 0.9333 -1.46 -1.84 0.10
H -1.3100 0.8729 1.6622 0.08 0.34 -0.17
H -1.5789 -0.3913 -0.4248 0.10 -0.09 -0.10
Fe 2.0581 1.3651 -0.0663 -0.96 -0.95 -0.85
```
Positions in Å, forces in eV/Å.

---

Record 3
A cluster of 7 separate species, C9H32N4O7 in total. Source: the OMol25 dataset; level of theory: wB97M-V/def2-TZVPD.

## Properties
E (eV): -30141.66846
Relative energy (zero: lowest compared OMol25 entry of this formula, charge and spin) (kJ/mol): 335.4
Highest occupied orbital energy (eV): -8.68
Structure (SMILES): NC(N)=O.NC(N)=O.CCO.CCO.CO.CO.CO

XYZ file:
```
52
Properties=species:S:1:pos:R:3:forces:R:3
N 2.4173 2.5186 1.2859 1.01 2.95 3.55
C 2.0655 1.3276 0.9004 0.03 -4.37 3.22
N 1.6020 1.3581 -0.3327 -1.29 -3.94 -2.41
O 2.1733 0.2033 1.6987 0.07 5.42 -4.28
H 2.7123 2.5541 2.2718 -0.25 0.08 -0.80
H 1.9254 3.3839 0.9244 0.94 -1.49 0.31
H 1.3803 0.3485 -0.6723 -0.29 2.73 0.12
H 1.1464 2.1575 -0.7888 0.76 -0.79 0.74
N -1.7755 -1.9871 -2.6475 2.33 4.61 -5.45
C -1.8936 -3.0711 -1.9916 1.59 -10.82 -0.60
N -2.3290 -2.9733 -0.7707 -0.93 -1.99 3.40
O -1.5562 -4.3440 -2.5019 -1.22 6.48 2.03
H -1.1162 -1.9596 -3.4930 -1.98 -0.61 1.59
H -2.2796 -1.1289 -2.4648 0.06 -0.42 0.40
H -2.3040 -3.8020 -0.1028 -0.10 1.47 -1.96
H -2.3965 -2.0769 -0.3188 0.03 0.50 0.25
C -1.1305 1.2495 1.5756 0.04 -0.63 1.26
C -1.2270 -0.2355 1.2891 -0.53 0.11 1.59
O -2.2463 -0.4625 0.3347 -0.78 -0.61 1.08
H -0.4883 1.4104 2.4794 0.10 0.08 -1.22
H -2.1100 1.6397 1.9016 0.17 -0.14 -0.61
H -0.7880 1.6320 0.6301 0.34 1.19 0.05
H -1.4640 -0.7052 2.2382 -0.53 -0.49 -0.08
H -0.3200 -0.7158 0.9914 0.85 0.15 -0.36
H -1.9895 0.0346 -0.4214 0.26 0.53 -1.19
C 1.2704 -3.0619 -0.5263 0.43 -0.12 -1.58
C 1.6560 -1.8766 -1.4454 0.79 -2.24 1.58
O 0.7220 -0.8742 -1.4331 -1.41 0.75 -0.88
H 0.4481 -3.6699 -0.8883 -0.16 -0.03 -0.50
H 0.9459 -2.6645 0.4079 0.32 0.17 1.02
H 2.1489 -3.7274 -0.4947 -0.31 0.24 0.52
H 1.9405 -2.1857 -2.4305 -0.02 -0.26 -0.81
H 2.5211 -1.4569 -0.9895 1.01 0.42 0.29
H 0.0427 -1.1072 -2.0688 -0.51 0.09 0.31
C -2.0613 2.1531 -1.9940 0.78 0.27 -0.44
O -1.6320 0.7959 -1.9997 0.46 0.10 -2.17
H -1.8007 2.7307 -1.1157 -0.10 -0.51 0.47
H -3.0603 2.2838 -2.2889 -1.85 -0.23 0.41
H -1.5903 2.6160 -2.8135 1.12 1.00 -0.95
H -1.3496 0.6555 -2.9627 -0.43 0.02 2.27
C -0.2506 4.9017 0.6476 -0.50 -2.00 0.44
O 1.0411 4.4997 0.1725 -0.75 0.34 -1.99
H -0.3566 5.9537 0.6746 0.20 1.14 0.62
H -0.5036 4.3446 1.6045 0.44 1.00 -1.04
H -0.9492 4.5773 -0.1096 -0.66 -0.19 0.04
H 0.8810 4.3099 -0.7937 0.82 0.45 1.55
C 2.0392 -2.9245 3.3264 1.21 1.92 -1.09
O 1.2321 -1.9051 2.7752 -1.44 -0.76 1.07
H 1.5627 -3.8406 3.4814 -1.34 -1.22 0.11
H 2.5400 -2.6461 4.2487 0.06 0.23 0.29
H 2.7691 -3.0515 2.5493 1.07 -0.81 -0.03
H 1.7849 -1.1855 2.4511 0.07 0.24 -0.16
```
Positions in Å, forces in eV/Å.

---

Record 4
The ion C5H10N with charge +1. Source: the OMol25 dataset; level of theory: wB97M-V/def2-TZVPD.

## Properties
E (eV): -6827.74922
Relative energy (zero: lowest compared OMol25 entry of this formula, charge and spin) (kJ/mol): 236.7
Highest occupied orbital energy (eV): -14.58
Total charge: +1
Structure (SMILES): C=[NH+]C1(C)CC1

XYZ file:
```
16
Properties=species:S:1:pos:R:3:forces:R:3
C 1.9017 -1.0041 0.1415 -1.16 1.68 1.10
N 0.9568 -0.2580 0.6755 2.97 -0.37 0.49
C -0.3318 0.1612 0.0939 0.94 0.87 -0.45
C -0.3342 1.6316 0.6008 -1.70 -1.76 1.28
C -0.7418 -0.3812 -1.4050 1.03 2.14 2.19
C -1.3771 -0.8206 -0.1599 0.13 -3.77 0.74
H 2.9462 -1.0579 0.5453 -1.34 0.03 -0.05
H 1.6594 -1.4922 -0.7954 0.06 -0.16 0.12
H 1.2007 0.4068 1.5304 -0.40 -2.23 -1.98
H -1.2704 2.1342 0.4047 0.26 0.58 -0.88
H 0.6131 1.9949 0.2902 0.26 1.40 -0.70
H -0.3399 1.6799 1.7306 0.15 -0.51 -0.85
H 0.0016 -0.8444 -2.0318 -0.14 -0.44 0.11
H -1.2554 0.4633 -1.7908 -0.31 0.39 -1.06
H -2.4095 -0.7363 -0.0057 -1.36 1.22 0.19
H -1.2193 -1.8773 0.1757 0.60 0.92 -0.24
```
Positions in Å, forces in eV/Å.

---

Record 5
A cluster of 3 separate species, C3H11NO2 in total. Source: the OMol25 dataset; level of theory: wB97M-V/def2-TZVPD.

## Properties
E (eV): -8868.76836
Relative energy (zero: lowest compared OMol25 entry of this formula, charge and spin) (kJ/mol): 552.0
Highest occupied orbital energy (eV): -7.84
Structure (SMILES): C=CCN.O.O

XYZ file:
```
17
Properties=species:S:1:pos:R:3:forces:R:3
C -0.0694 1.6626 -2.4588 0.28 -1.38 1.48
C -1.2329 0.9101 -2.0735 3.45 -1.09 -2.33
C -1.3556 -0.3893 -2.8420 -2.40 -0.64 -3.02
N -0.3223 -1.4213 -2.8422 4.26 2.10 3.05
H 0.0533 2.1760 -3.4435 -0.10 -1.88 0.12
H 0.9548 1.4252 -1.9303 -2.22 2.21 0.22
H -1.8567 0.7955 -1.2410 0.64 0.47 2.52
H -2.1150 -1.0576 -2.4614 -1.90 1.22 0.00
H -1.5312 -0.0938 -3.9091 -0.10 -0.62 0.42
H 0.1243 -1.5785 -1.9048 -0.74 0.48 -1.26
H -0.3278 -2.2986 -3.2727 -1.16 -0.88 -1.21
O 2.2668 -0.7330 3.5969 -0.02 1.17 0.87
H 1.5787 -0.5845 2.9530 -0.10 -0.35 -0.30
H 2.7364 -1.5335 3.4297 0.15 -0.80 -0.52
O 0.1164 0.5370 6.0083 -0.03 0.16 0.07
H -0.0408 1.4479 6.2023 -2.12 1.33 0.02
H 1.0212 0.7356 6.1890 2.12 -1.51 -0.13
```
Positions in Å, forces in eV/Å.

---

Record 6
A cluster of 5 separate species, C16H29ClO12P in total. Source: the OMol25 dataset; level of theory: wB97M-V/def2-TZVPD.

## Properties
E (eV): -63441.62419
Highest occupied orbital energy (eV): -3.38
Total charge: -1

XYZ file:
```
59
Properties=species:S:1:pos:R:3:forces:R:3
C 3.1393 -1.0254 -2.0822 0.36 0.07 0.15
P 2.7661 -1.6621 -3.8641 0.18 -0.02 -0.35
C 1.5197 -2.9886 -3.2171 0.10 0.31 0.76
C 0.1992 -2.4978 -2.6085 -0.58 -1.15 -0.75
C -0.7141 -1.7703 -3.6152 0.72 0.51 1.03
Cl -0.8121 -0.0218 -3.1104 -0.40 0.01 -0.34
H 2.2417 -0.7489 -1.5186 -0.06 -0.29 0.05
H 3.7449 -1.7423 -1.5147 -0.19 -0.09 0.08
H 3.7515 -0.1190 -2.1716 0.03 -0.01 -0.15
H 3.8411 -2.6810 -3.7897 -0.04 -0.15 0.11
H 2.4596 -2.0878 -5.2565 0.08 0.02 -0.08
H 1.7464 -0.6148 -3.9751 -0.20 0.04 0.02
H 3.7589 -0.7186 -4.4095 0.05 0.14 -0.08
H 1.3421 -3.7017 -4.0282 -0.16 0.12 -0.14
H 2.0231 -3.5654 -2.4322 0.17 0.08 0.00
H -0.3628 -3.3971 -2.3103 -0.01 0.05 0.17
H 0.3218 -1.9259 -1.6936 0.19 0.23 -0.05
H -0.2782 -1.8164 -4.6057 -0.13 0.18 -0.17
H -1.7421 -2.1147 -3.5858 -0.04 -0.08 -0.17
C 1.6606 -0.6469 2.0709 -0.11 0.31 0.07
C 2.5572 -1.0326 3.2224 0.16 0.16 0.01
O 2.2319 -2.4128 3.4162 -0.04 -0.06 -0.12
C 1.7314 -2.8927 2.2438 -0.05 0.12 -0.11
O 1.5184 -4.0433 2.0326 -0.02 -0.10 0.05
O 1.5067 -1.8900 1.3682 0.10 -0.22 0.28
H 2.0978 0.1102 1.4297 -0.03 -0.12 -0.20
H 0.6742 -0.3153 2.3994 0.29 -0.05 0.00
H 3.6183 -0.9507 2.9753 -0.02 -0.05 -0.03
H 2.3590 -0.4584 4.1246 -0.07 -0.16 0.07
C -3.0040 -1.0679 -0.1504 -0.13 -0.16 -0.28
C -3.7161 -1.2819 1.1671 -0.39 -0.17 -0.11
O -2.7424 -0.8464 2.1224 0.08 0.10 -0.09
C -1.9077 0.0074 1.4837 0.15 0.11 -0.26
O -1.0762 0.6726 2.0184 -0.25 0.21 0.35
O -2.1228 0.0156 0.1585 -0.14 -0.14 0.14
H -3.6799 -0.7979 -0.9573 0.11 0.22 -0.01
H -2.4100 -1.9300 -0.4608 0.07 0.04 0.06
H -4.6062 -0.6571 1.2647 0.05 0.05 -0.02
H -3.9890 -2.3211 1.3356 0.17 0.00 0.18
C -4.4577 3.7842 3.6519 0.08 0.17 0.16
C -4.4715 2.3724 4.1945 0.18 -0.06 0.26
O -5.2116 1.6669 3.1931 0.03 0.16 -0.01
C -5.1053 2.3611 2.0341 0.04 -0.03 -0.21
O -5.4608 1.9579 0.9748 -0.04 -0.10 -0.02
O -4.5373 3.5718 2.2407 -0.09 -0.11 0.15
H -3.5528 4.3290 3.9085 0.05 -0.01 -0.20
H -5.3263 4.3648 3.9706 -0.02 -0.04 -0.02
H -3.4716 1.9402 4.2633 0.00 0.01 -0.08
H -4.9604 2.2932 5.1625 -0.15 -0.11 -0.10
C 2.1197 2.2468 -1.1323 -0.18 -0.27 -0.45
C 3.1519 3.2837 -1.5035 0.04 -0.08 -0.24
O 3.2308 4.0815 -0.3140 -0.05 -0.07 0.14
C 2.8188 3.3166 0.7274 -0.06 -0.10 -0.12
O 2.9234 3.6262 1.8719 0.04 0.04 0.11
O 2.2775 2.1583 0.2913 0.17 0.30 0.06
H 2.2961 1.2807 -1.6016 -0.02 0.06 0.21
H 1.1004 2.5670 -1.3533 0.00 0.06 0.07
H 4.1325 2.8465 -1.6999 -0.02 -0.04 0.05
H 2.8566 3.8898 -2.3561 -0.01 0.15 0.13
```
Positions in Å, forces in eV/Å.